(1)
107
Properties=species:S:1:pos:R:3 method="wB97M-V/def2-TZVPD" orbital_gap_ev=8.6 charge=-1
Cl 10.037 -10.498 21.168
O 8.954 -10.763 22.121
O 10.222 -9.081 20.990
O 11.230 -11.134 21.617
O 9.670 -11.111 19.922
C 13.103 -16.250 21.271
O 12.399 -15.134 20.638
C 13.373 -14.140 20.207
C 13.977 -14.493 18.800
N 13.104 -14.255 17.672
C 12.916 -12.802 17.463
C 12.178 -12.437 16.142
O 10.719 -12.643 16.175
C 9.955 -12.803 14.995
H 12.372 -17.058 21.306
H 13.513 -15.905 22.220
H 13.939 -16.623 20.680
H 14.145 -13.882 20.933
H 12.848 -13.186 20.163
H 14.178 -15.561 18.709
H 14.883 -13.899 18.673
H 12.151 -14.548 17.836
H 13.867 -12.282 17.582
H 12.310 -12.299 18.217
H 12.747 -12.938 15.359
H 12.197 -11.362 15.959
H 8.884 -12.785 15.197
H 10.195 -13.778 14.571
H 10.263 -12.006 14.318
C 11.328 -6.581 26.097
C 11.096 -7.197 24.724
O 10.824 -8.611 24.703
O 10.135 -5.877 26.645
H 12.178 -5.932 25.888
H 11.663 -7.373 26.767
H 11.982 -7.034 24.111
H 10.284 -6.697 24.197
H 11.016 -8.912 23.812
H 9.502 -6.550 26.906
C 13.151 -6.357 19.955
C 11.651 -5.864 19.584
C 11.750 -4.478 19.043
O 10.416 -4.217 18.575
C 10.273 -2.942 17.897
N 11.157 -6.828 18.635
H 13.283 -7.308 20.470
H 13.594 -5.553 20.543
H 13.631 -6.473 18.983
H 11.027 -5.904 20.476
H 12.380 -4.379 18.159
H 11.991 -3.864 19.911
H 9.397 -2.935 17.249
H 11.161 -2.772 17.289
H 10.123 -2.179 18.661
H 10.273 -6.503 18.270
H 10.765 -7.585 19.176
C 5.138 -12.798 21.175
C 6.521 -13.167 21.647
C 6.759 -13.093 23.140
O 8.013 -13.568 23.626
C 8.389 -13.286 24.978
N 6.967 -14.518 21.177
H 4.533 -13.546 21.688
H 5.086 -12.836 20.087
H 4.918 -11.764 21.441
H 7.219 -12.500 21.140
H 6.154 -13.862 23.619
H 6.597 -12.102 23.564
H 8.346 -14.183 25.596
H 7.549 -12.688 25.333
H 9.396 -12.868 24.989
H 6.164 -15.050 21.482
H 6.791 -14.555 20.183
C 17.510 -9.247 21.574
C 16.654 -10.299 22.190
C 16.443 -11.494 21.284
O 15.928 -11.366 19.952
C 14.659 -10.698 19.855
N 17.170 -10.711 23.474
H 18.360 -9.611 20.997
H 17.776 -8.660 22.453
H 16.883 -8.681 20.885
H 15.675 -9.847 22.348
H 15.831 -12.172 21.879
H 17.280 -12.188 21.211
H 13.848 -11.222 20.360
H 14.446 -10.661 18.787
H 14.851 -9.678 20.190
H 17.045 -9.940 24.115
H 16.477 -11.249 23.974
C 13.741 -14.845 25.159
C 13.670 -13.379 24.890
C 15.054 -12.619 24.970
O 14.900 -11.184 24.761
C 14.531 -10.439 25.959
N 12.990 -13.192 23.619
H 14.517 -15.094 25.884
H 13.957 -15.379 24.234
H 12.817 -15.277 25.543
H 12.934 -13.012 25.606
H 15.630 -12.992 24.123
H 15.565 -12.824 25.911
H 13.608 -10.706 26.474
H 14.621 -9.353 25.942
H 15.405 -10.768 26.522
H 13.641 -12.817 22.944
H 12.291 -12.472 23.734



(2)
111
Properties=species:S:1:pos:R:3 method="wB97M-V/def2-TZVPD" orbital_gap_ev=5.0 charge=+1
C 0.167 -1.730 -4.363
C 0.282 -0.125 -4.675
O -0.605 0.733 -3.875
C 0.229 1.646 -3.024
S 0.874 0.588 -1.597
C 2.751 0.769 -1.409
O 3.165 -0.251 -0.432
N 4.079 -1.100 -0.932
O 3.593 -1.835 -1.792
C -0.011 1.277 -0.063
C -0.796 -0.022 0.607
O -0.676 -1.253 0.040
F -1.658 0.246 1.804
H 0.154 -1.982 -3.218
H 1.112 -2.243 -4.873
H -0.813 -2.124 -4.899
H 0.017 0.066 -5.816
H 1.406 0.178 -4.545
H -0.434 2.526 -2.595
H 1.115 2.144 -3.644
H 3.222 0.659 -2.474
H 3.072 1.841 -1.000
H -0.774 2.109 -0.405
H 0.742 1.794 0.685
O -0.308 3.844 1.549
P -1.354 4.925 1.914
N -0.491 6.179 1.176
C 0.720 6.815 1.640
C -0.517 6.161 -0.288
N -1.076 4.773 3.597
C -0.392 5.711 4.467
C -0.806 3.415 4.090
N -2.557 6.168 2.335
C -2.469 7.615 2.240
C -3.676 5.741 3.171
H 0.738 7.854 1.301
H 1.620 6.320 1.268
H 0.808 6.880 2.712
H -1.545 6.281 -0.642
H -0.123 5.219 -0.684
H 0.065 6.979 -0.728
H 0.694 5.618 4.390
H -0.660 5.533 5.519
H -0.682 6.745 4.278
H 0.234 3.133 3.940
H -1.442 2.682 3.574
H -1.036 3.320 5.156
H -1.762 8.037 2.957
H -3.439 8.093 2.431
H -2.197 7.947 1.234
H -3.491 5.969 4.226
H -3.843 4.663 3.075
H -4.612 6.225 2.867
O -5.867 -0.262 -5.466
P -5.487 -1.700 -5.038
N -7.074 -2.278 -5.144
C -8.174 -2.017 -4.245
C -7.573 -2.449 -6.509
N -5.015 -1.218 -3.465
C -5.718 -1.463 -2.219
C -4.340 0.083 -3.360
N -5.050 -3.354 -4.546
C -5.904 -4.469 -4.174
C -3.660 -3.576 -4.157
H -8.851 -2.875 -4.239
H -8.748 -1.133 -4.534
H -7.889 -1.891 -3.214
H -6.969 -3.194 -7.035
H -7.532 -1.512 -7.072
H -8.608 -2.810 -6.535
H -6.538 -0.756 -2.071
H -5.038 -1.356 -1.361
H -6.099 -2.481 -2.146
H -5.053 0.905 -3.346
H -3.654 0.233 -4.205
H -3.728 0.148 -2.455
H -6.412 -4.305 -3.221
H -5.333 -5.401 -4.073
H -6.651 -4.690 -4.942
H -3.540 -3.526 -3.070
H -3.004 -2.826 -4.612
H -3.296 -4.551 -4.505
O 8.161 -5.217 3.720
P 7.179 -4.261 2.998
N 7.565 -2.935 3.976
C 7.190 -2.709 5.353
C 8.876 -2.340 3.711
N 5.795 -5.133 3.506
C 4.820 -4.736 4.503
C 5.933 -6.595 3.559
N 6.051 -3.163 2.168
C 5.605 -1.831 2.543
C 5.204 -3.753 1.135
H 7.103 -1.635 5.534
H 7.920 -3.116 6.056
H 6.226 -3.108 5.624
H 8.908 -1.953 2.689
H 9.680 -3.074 3.828
H 9.095 -1.495 4.374
H 5.177 -4.926 5.518
H 3.883 -5.299 4.378
H 4.528 -3.689 4.411
H 6.416 -6.919 4.479
H 6.526 -6.960 2.708
H 4.962 -7.094 3.489
H 4.968 -1.840 3.430
H 5.028 -1.357 1.740
H 6.444 -1.150 2.714
H 4.216 -4.009 1.531
H 5.660 -4.662 0.730
H 5.074 -3.071 0.285



(3)
101
Properties=species:S:1:pos:R:3 method="wB97M-V/def2-TZVPD" orbital_gap_ev=9.2 smiles=COC[C@H](C)N.COCCNCCOC.COCCNCCOC.CCO.CCO.CCO.CCO e_above_lowest_ev=1.999
C 0.306 -3.287 4.235
C 1.093 -4.489 3.688
O 1.424 -4.275 2.327
H -0.057 -3.373 5.259
H -0.632 -3.134 3.701
H 0.828 -2.334 4.317
H 0.504 -5.390 3.857
H 2.051 -4.719 4.155
H 2.054 -4.974 2.140
C 2.442 1.741 4.019
C 3.257 1.455 2.747
O 2.484 2.014 1.693
H 1.487 1.216 4.019
H 2.240 2.804 4.151
H 2.918 1.376 4.929
H 3.371 0.381 2.598
H 4.255 1.888 2.814
H 2.929 1.916 0.847
C 0.363 -3.738 -2.472
C 1.874 -3.843 -2.511
O 2.218 -5.164 -2.825
H -0.012 -4.378 -1.673
H -0.026 -4.128 -3.412
H -0.087 -2.759 -2.311
H 2.334 -3.727 -1.530
H 2.329 -3.131 -3.200
H 3.152 -5.320 -2.668
C 1.461 -0.966 0.173
C 0.149 -0.903 0.948
O -0.557 -2.096 0.843
H 1.841 0.044 0.019
H 1.380 -1.324 -0.853
H 2.138 -1.560 0.787
H -0.494 -0.081 0.633
H 0.300 -0.719 2.012
H 0.130 -2.761 0.928
C 0.540 2.550 -2.765
O 1.878 2.206 -2.370
C 2.725 3.277 -1.930
C 4.157 2.867 -1.700
N 4.152 1.662 -0.860
C 5.533 1.179 -0.655
C 5.704 -0.020 0.292
O 4.762 -1.113 0.114
C 4.783 -2.037 1.161
H -0.041 2.854 -1.894
H 0.043 1.797 -3.377
H 0.613 3.447 -3.380
H 2.356 3.771 -1.031
H 2.780 3.960 -2.778
H 4.758 3.663 -1.260
H 4.628 2.676 -2.664
H 3.570 1.005 -1.360
H 6.007 2.040 -0.182
H 6.020 1.018 -1.616
H 5.577 0.392 1.293
H 6.713 -0.418 0.187
H 3.985 -2.779 1.127
H 4.554 -1.540 2.103
H 5.774 -2.426 1.397
C -6.563 -2.718 -0.059
O -5.335 -2.236 -0.694
C -4.785 -1.108 -0.050
C -3.525 -0.547 -0.786
N -3.871 0.024 -2.100
C -2.665 0.443 -2.844
C -2.997 0.534 -4.342
O -1.959 1.265 -5.043
C -2.325 1.536 -6.320
H -6.882 -3.563 -0.670
H -7.317 -1.936 0.026
H -6.401 -3.149 0.929
H -4.421 -1.384 0.940
H -5.513 -0.317 0.132
H -2.877 -1.382 -1.050
H -3.028 0.220 -0.191
H -4.245 -0.736 -2.650
H -1.756 -0.152 -2.757
H -2.345 1.432 -2.515
H -3.959 1.031 -4.465
H -3.102 -0.473 -4.744
H -1.585 2.137 -6.850
H -3.299 2.017 -6.414
H -2.529 0.571 -6.784
C -1.638 3.223 0.865
C -2.068 3.360 2.311
C -3.207 2.384 2.783
O -4.383 2.807 2.021
C -5.600 2.159 2.400
N -0.898 3.062 3.113
H -0.651 3.651 0.687
H -2.450 3.563 0.223
H -1.545 2.154 0.670
H -2.411 4.393 2.358
H -3.324 2.442 3.865
H -2.998 1.340 2.546
H -5.582 1.133 2.032
H -6.474 2.691 2.025
H -5.676 2.238 3.485
H -0.100 3.521 2.698
H -0.731 2.075 2.980



(4)
107
Properties=species:S:1:pos:R:3 method="wB97M-V/def2-TZVPD" orbital_gap_ev=9.2 smiles=CCOCCOCB1OBOB(C[C@H](C)F)O1.CCO.CCO.CCO.CCO.CCO.CCO.CCO.CCO
C 5.337 -0.253 1.155
C 4.677 -0.579 -0.324
O 3.991 -1.881 -0.350
C 2.584 -1.757 0.139
C 1.929 -3.274 0.185
O 0.951 -3.366 -0.913
C 0.035 -4.504 -0.700
B -1.561 -4.050 -0.874
O -2.435 -5.046 -1.584
B -3.515 -5.307 -0.576
O -4.351 -4.164 -0.161
B -3.495 -2.973 0.185
C -4.175 -1.885 1.218
C -4.621 -0.464 0.532
C -5.116 -0.568 -1.028
F -3.553 0.581 0.620
O -2.140 -2.785 -0.379
H 5.439 -1.227 1.819
H 6.442 0.175 1.028
H 4.706 0.574 1.704
H 5.558 -0.557 -1.103
H 3.933 0.299 -0.602
H 2.503 -1.235 1.188
H 1.953 -1.152 -0.650
H 2.822 -4.039 0.091
H 1.388 -3.467 1.215
H 0.248 -5.277 -1.583
H 0.252 -5.086 0.292
H -3.657 -6.432 -0.211
H -3.336 -1.613 2.023
H -5.057 -2.369 1.860
H -5.566 -0.081 1.153
H -5.898 0.320 -1.189
H -4.203 -0.314 -1.717
H -5.688 -1.550 -1.306
C -8.851 3.172 -1.796
C -8.131 1.887 -2.151
O -7.804 1.173 -0.968
H -8.226 3.798 -1.151
H -9.106 3.737 -2.697
H -9.770 2.960 -1.240
H -7.202 2.104 -2.686
H -8.754 1.250 -2.785
H -8.636 0.978 -0.504
C 4.955 4.443 1.406
C 3.925 3.332 1.408
O 4.244 2.377 2.409
H 5.956 4.039 1.222
H 4.726 5.185 0.636
H 4.987 4.943 2.379
H 3.911 2.821 0.441
H 2.923 3.726 1.604
H 4.245 2.839 3.265
C 0.704 0.324 3.858
C 1.638 -0.715 4.444
O 2.982 -0.397 4.117
H 0.815 0.371 2.770
H -0.338 0.092 4.098
H 0.941 1.320 4.245
H 1.412 -1.705 4.038
H 1.542 -0.758 5.533
H 3.176 0.480 4.489
C -1.901 -7.949 3.178
C -2.204 -7.195 1.899
O -1.027 -7.082 1.113
H -1.124 -7.435 3.753
H -2.798 -8.041 3.797
H -1.522 -8.952 2.956
H -2.561 -6.186 2.125
H -2.970 -7.709 1.312
H -0.722 -7.983 0.911
C 2.728 3.868 -2.994
C 2.810 2.367 -2.805
O 2.493 2.029 -1.462
H 3.419 4.379 -2.315
H 2.974 4.145 -4.023
H 1.723 4.233 -2.760
H 3.821 2.009 -3.018
H 2.113 1.849 -3.471
H 1.590 2.344 -1.286
C 6.451 7.662 5.018
C 5.604 6.857 4.055
O 5.538 5.504 4.480
H 7.463 7.247 5.079
H 6.516 8.707 4.702
H 6.031 7.625 6.028
H 6.040 6.879 3.051
H 4.587 7.258 3.998
H 5.142 5.495 5.368
C 5.900 5.192 -7.063
C 5.247 5.217 -5.696
O 3.851 4.985 -5.822
H 5.459 5.954 -7.714
H 6.975 5.373 -6.984
H 5.740 4.225 -7.551
H 5.390 6.192 -5.221
H 5.673 4.449 -5.044
H 3.735 4.113 -6.237
C -7.390 -4.401 -1.842
C -7.928 -5.807 -2.009
O -9.253 -5.761 -2.519
H -8.024 -3.824 -1.161
H -6.371 -4.419 -1.445
H -7.386 -3.871 -2.800
H -7.951 -6.325 -1.046
H -7.306 -6.386 -2.698
H -9.220 -5.306 -3.378



| no. | LUMO level (eV) | largest force on an atom (eV/Å) | electronic energy (eV) |
| --- | --- | --- | --- |
| 1 | 2.35 | 3.54 | -70472.02625 |
| 2 | -4.34 | 10.47 | -96569.55817 |
| 3 | 0.46 | 2.86 | -48834.21939 |
| 4 | 0.47 | 5.01 | -57321.11213 |